[1]
88
Properties=species:S:1:pos:R:3:forces:R:3 method="wB97M-V/def2-TZVPD" total_energy_ev=-36102.977 e_homo_ev=-8.51 smiles="O=C1CC[C@@H](CCc2ccccc2)O1.CCCCCC.CCCCCC.CCCCCC" gap_ev=8.69
O -3.049 0.694 1.381 1.6591 -4.2894 -8.2932
C -2.880 0.122 0.164 -0.7366 1.9688 3.8678
C -3.980 0.087 -1.053 0.6842 1.1330 -0.7446
C -3.127 -0.530 -2.351 -1.0852 0.5277 1.5421
C -1.575 -0.512 -1.830 -0.0311 -1.3497 -0.4363
C -0.535 0.650 -2.324 0.5399 0.2277 0.2592
C -1.223 2.066 -2.778 -0.0373 1.2856 -0.0079
C -0.513 3.407 -2.095 0.7210 3.2013 1.4152
C 1.049 3.505 -1.611 -2.4535 2.3780 0.4090
C 1.667 4.864 -0.894 -4.5914 -0.4896 -1.3839
C 0.660 6.142 -0.671 -0.9214 -3.2850 -1.7493
C -0.893 6.070 -1.193 1.9356 -3.2699 -0.6656
C -1.512 4.727 -1.905 4.5273 0.2271 1.4936
O -1.649 -0.548 -0.345 -2.8669 2.3909 0.5002
H -4.223 1.200 -1.332 0.4963 -1.9521 0.8901
H -5.044 -0.398 -0.847 2.7066 0.7228 -0.0905
H -3.585 -1.626 -2.475 1.5170 2.4800 -0.2866
H -3.299 0.219 -3.236 0.3449 -1.9717 1.4499
H -1.105 -1.548 -2.098 -0.7585 1.9914 0.5193
H 0.205 0.850 -1.409 -1.8096 -0.4609 -1.8971
H 0.173 0.238 -3.192 -1.8166 0.8037 1.8032
H -2.376 2.153 -2.483 2.5790 -0.3681 -0.4524
H -1.208 2.217 -3.962 0.1301 -0.4550 2.5869
H 1.715 2.529 -1.767 -1.4849 2.5320 0.4353
H 2.788 4.834 -0.552 -2.5409 0.2582 -0.7090
H 1.066 7.123 -0.138 -1.0424 -2.3781 -1.3298
H -1.602 6.992 -1.057 1.6228 -1.9447 -0.2244
H -2.633 4.679 -2.276 2.6303 0.1614 0.9302
C -0.860 10.343 -0.054 0.1649 0.1007 0.1585
C -1.874 11.243 -0.741 -0.1921 -0.0731 -0.0288
C -2.336 10.711 -2.099 -0.0598 0.1397 -0.1083
C -1.239 10.585 -3.164 0.0828 -0.0930 0.0886
C -0.484 11.877 -3.484 0.0035 -0.1545 -0.1217
C -1.373 12.968 -4.061 0.0639 0.2210 0.0357
H 0.063 10.258 -0.634 -0.0661 -0.0412 0.0495
H -0.598 10.752 0.927 0.0165 -0.1329 -0.0941
H -1.268 9.339 0.097 0.0586 0.0376 -0.0193
H -1.462 12.252 -0.843 -0.0369 -0.0487 -0.0375
H -2.753 11.336 -0.090 0.0875 0.0486 -0.1007
H -3.135 11.360 -2.477 0.0631 -0.0738 0.0165
H -2.792 9.723 -1.958 0.0232 0.0672 0.0161
H -1.695 10.203 -4.086 0.0530 0.0471 0.0766
H -0.514 9.825 -2.850 -0.0637 0.0218 -0.0200
H 0.301 11.647 -4.216 -0.0470 -0.0014 0.1393
H 0.029 12.253 -2.593 -0.0232 -0.0556 -0.0156
H -1.863 12.628 -4.978 -0.0102 0.0336 0.0861
H -0.773 13.851 -4.306 -0.1464 -0.0619 -0.0097
H -2.144 13.279 -3.350 0.0380 -0.0212 -0.1037
C 1.995 -5.693 2.789 0.1652 -0.0048 0.1685
C 0.648 -5.052 3.084 -0.1579 -0.0760 -0.0789
C -0.042 -4.492 1.838 -0.1354 0.1258 0.0295
C 0.707 -3.361 1.123 0.1354 -0.0743 -0.0098
C 1.020 -2.134 1.984 -0.0445 0.0162 -0.1492
C -0.223 -1.426 2.499 -0.0562 0.1267 0.1156
H 2.710 -4.966 2.393 -0.0402 -0.0867 0.0014
H 2.422 -6.109 3.707 0.0245 -0.0001 -0.1466
H 1.891 -6.506 2.065 0.0371 0.0733 0.0142
H 0.769 -4.270 3.840 -0.0408 -0.0118 -0.0688
H -0.007 -5.811 3.529 0.0335 0.1222 -0.0149
H -1.044 -4.144 2.119 0.0917 -0.0106 -0.0444
H -0.198 -5.307 1.120 0.0202 0.0172 0.0645
H 0.110 -3.044 0.258 0.0264 0.0118 0.0886
H 1.646 -3.749 0.713 -0.0530 -0.0217 0.0074
H 1.596 -1.425 1.377 0.0031 -0.1029 0.0614
H 1.662 -2.410 2.826 0.0239 -0.0497 -0.0635
H -0.861 -1.103 1.670 0.1484 -0.0896 0.2764
H 0.061 -0.538 3.073 -0.1338 -0.0799 -0.0567
H -0.812 -2.071 3.158 0.0284 0.0629 -0.0377
C 2.013 -9.150 0.325 -0.1234 -0.0573 -0.1943
C 1.470 -9.508 1.699 0.0305 0.1240 0.1459
C 2.557 -9.620 2.771 -0.0348 -0.0784 0.1416
C 3.600 -10.720 2.537 0.0248 0.0520 -0.1303
C 3.040 -12.137 2.396 0.1951 0.0314 0.0387
C 2.323 -12.629 3.644 -0.1683 -0.1574 -0.0278
H 2.685 -9.924 -0.057 -0.0238 0.1005 0.0124
H 1.190 -9.045 -0.389 0.1502 0.0175 0.0144
H 2.559 -8.202 0.355 0.0126 -0.0864 -0.0240
H 0.894 -10.437 1.638 0.0374 0.0333 0.0431
H 0.762 -8.728 2.006 0.0349 -0.1207 0.0164
H 2.076 -9.777 3.743 0.0588 0.0150 -0.0691
H 3.082 -8.660 2.847 -0.0663 -0.0668 -0.0206
H 4.314 -10.701 3.371 -0.0692 -0.0203 -0.0740
H 4.183 -10.483 1.639 -0.0317 0.0098 0.0645
H 3.873 -12.819 2.183 -0.0955 0.0934 -0.0470
H 2.366 -12.200 1.535 0.0437 0.0421 0.0168
H 2.992 -12.615 4.509 -0.0806 0.0301 -0.0372
H 1.979 -13.658 3.498 0.0111 0.1155 0.1066
H 1.446 -12.017 3.874 0.0913 -0.0613 0.0279



[2]
101
Properties=species:S:1:pos:R:3:forces:R:3 method="wB97M-V/def2-TZVPD" de_lowest_kj_mol=26.1 spin_multiplicity=2 s_squared=0.7548 total_energy_ev=-124625.005 e_homo_ev="-1.03 / -1.04" charge=-2 gap_ev="5.17 / 5.19"
Ti -0.419 -0.388 -0.918 -0.1961 0.0588 -0.1437
C 0.175 -1.960 -4.271 -0.0127 -0.0102 0.0198
C -1.025 -2.853 -3.936 0.0183 0.0276 -0.0082
C -0.676 -4.277 -4.382 -0.0219 -0.0029 0.0346
C -2.213 -2.302 -4.732 0.0126 -0.0253 0.0113
P -1.377 -2.630 -2.095 -0.1064 -0.1338 0.1011
C -0.270 -3.864 -1.258 0.0539 0.0642 -0.0459
N -0.159 -3.491 0.136 -0.0270 -0.0024 -0.0178
B -0.265 -2.127 0.673 -0.0636 0.2275 -0.0164
N -0.044 -2.357 2.111 0.0156 -0.0759 -0.0176
C 0.174 -1.370 3.155 -0.0194 -0.0391 -0.0043
P -1.123 -0.042 3.347 0.0421 -0.0392 0.0785
C -2.651 -1.024 3.895 -0.0309 0.0038 -0.0785
C -3.657 -0.067 4.538 -0.0264 -0.0012 0.0164
C -2.449 -2.246 4.793 0.0029 -0.0040 -0.0048
C -3.265 -1.526 2.580 0.0479 -0.0153 0.0205
C -0.418 0.779 4.912 -0.0244 -0.0315 0.0035
C -0.516 -0.007 6.220 0.0099 0.0247 0.0067
C 1.064 1.083 4.651 -0.0078 -0.0218 -0.0195
C -1.125 2.131 5.070 0.0044 -0.0035 0.0294
C 0.206 -3.699 2.354 -0.0223 0.0183 0.0294
C 0.493 -4.388 3.522 0.0091 -0.0219 -0.0140
C 0.679 -5.774 3.465 0.0050 0.0073 0.0115
C 0.591 -6.455 2.262 -0.0047 -0.0161 -0.0074
C 0.319 -5.771 1.074 0.0124 -0.0049 0.0055
C 0.126 -4.400 1.124 0.0193 -0.0183 0.0051
C -3.067 -3.442 -1.745 0.0096 -0.0106 -0.0311
C -3.303 -4.773 -2.465 0.0182 0.0208 0.0031
C -3.149 -3.722 -0.241 -0.0067 0.0391 0.0156
C -4.224 -2.488 -2.059 0.0132 0.0177 0.0352
H 0.363 -2.017 -5.349 -0.0050 0.0034 0.0014
H -0.027 -0.919 -4.011 0.0113 0.0053 -0.0170
H 1.075 -2.261 -3.738 0.0172 0.0036 -0.0019
H -0.383 -4.249 -5.437 -0.0075 0.0002 -0.0036
H 0.173 -4.671 -3.821 -0.0033 0.0045 -0.0124
H -1.504 -4.976 -4.288 -0.0060 -0.0114 0.0042
H -1.924 -2.230 -5.786 0.0027 0.0166 0.0026
H -3.095 -2.939 -4.674 -0.0093 -0.0298 -0.0157
H -2.484 -1.304 -4.378 0.0009 0.0074 -0.0192
H -0.659 -4.883 -1.357 -0.0126 0.0064 0.0072
H 0.706 -3.815 -1.752 0.0124 -0.0250 0.0063
H 0.316 -1.883 4.109 -0.0163 0.0205 -0.0083
H 1.095 -0.825 2.947 -0.0052 0.0326 -0.0274
H -3.350 0.262 5.532 -0.0147 -0.0086 -0.0182
H -3.811 0.818 3.915 -0.0043 0.0012 -0.0028
H -4.623 -0.576 4.638 0.0025 -0.0030 0.0041
H -2.158 -1.989 5.811 0.0108 -0.0070 -0.0262
H -3.394 -2.801 4.850 -0.0072 0.0060 0.0235
H -1.707 -2.931 4.379 -0.0046 0.0080 -0.0087
H -3.300 -0.748 1.813 -0.0037 -0.0132 -0.0012
H -2.667 -2.348 2.191 0.0176 0.0109 -0.0274
H -4.280 -1.900 2.762 0.0147 0.0057 0.0086
H -0.088 -1.007 6.127 0.0015 -0.0011 0.0167
H 0.047 0.523 6.998 -0.0008 0.0006 -0.0029
H -1.544 -0.105 6.571 0.0097 -0.0022 0.0007
H 1.684 0.191 4.762 0.0068 0.0175 -0.0065
H 1.215 1.488 3.651 0.0031 0.0043 0.0043
H 1.409 1.820 5.386 -0.0036 -0.0012 -0.0018
H -2.205 2.029 5.187 0.0395 0.0326 -0.0068
H -0.737 2.643 5.960 -0.0002 0.0017 -0.0021
H -0.921 2.757 4.202 -0.0080 0.0388 -0.0418
H 0.581 -3.874 4.471 -0.0027 -0.0016 -0.0014
H 0.902 -6.315 4.377 0.0017 -0.0026 -0.0027
H 0.748 -7.527 2.236 0.0005 0.0021 0.0050
H 0.279 -6.302 0.131 -0.0028 0.0064 -0.0032
H -2.491 -5.482 -2.297 -0.0142 -0.0109 -0.0151
H -4.219 -5.222 -2.065 0.0025 0.0067 0.0075
H -3.444 -4.652 -3.538 0.0042 0.0073 -0.0198
H -2.461 -4.500 0.092 0.0014 0.0096 -0.0017
H -2.945 -2.815 0.322 0.0105 -0.0184 -0.0026
H -4.169 -4.050 -0.010 -0.0025 0.0047 0.0057
H -4.233 -2.122 -3.082 -0.0034 -0.0111 -0.0008
H -5.164 -3.018 -1.865 -0.0065 0.0138 -0.0105
H -4.181 -1.613 -1.415 0.0008 -0.0112 -0.0061
C 3.056 0.373 1.576 -0.0142 0.0245 0.0332
O 1.928 1.217 1.476 0.0392 -0.1306 0.0502
C 2.289 2.581 1.488 -0.0807 0.0348 -0.0620
C 1.109 3.379 1.010 0.0258 -0.0022 0.0205
O 0.049 3.301 1.958 0.0104 0.0317 0.0570
C -1.214 3.376 1.339 -0.0119 -0.0358 -0.0237
H 3.537 0.489 2.563 0.0070 -0.0030 -0.0072
H 3.773 0.594 0.781 0.0072 0.0006 -0.0103
H 2.709 -0.651 1.447 0.0090 -0.0035 0.0010
H 3.119 2.752 0.795 0.0360 0.0015 -0.0228
H 2.591 2.885 2.506 -0.0042 0.0157 -0.0070
H 0.795 2.966 0.046 0.0125 0.0292 0.0038
H 1.401 4.428 0.863 0.0106 0.0108 -0.0010
H -1.381 4.365 0.887 0.0001 0.0030 -0.0108
H -1.969 3.204 2.108 -0.0148 -0.0075 -0.0001
H -1.320 2.613 0.562 -0.0278 0.0070 0.0234
S 3.924 1.925 -1.750 0.0174 0.0302 -0.0034
Sb 2.280 0.680 -2.801 -0.1357 0.0333 0.1184
S 0.100 1.656 -2.215 0.0297 -0.0749 0.0623
S 1.773 -1.224 -1.275 0.0954 -0.0111 0.0289
C -3.995 1.941 -0.797 0.0351 0.0115 0.0038
C -3.187 0.789 -1.376 0.0970 0.1276 0.1435
O -3.389 0.407 -2.521 -0.0083 -0.0269 -0.0006
O -2.308 0.308 -0.552 0.1145 -0.2204 -0.1979
H -4.954 2.036 -1.305 0.0053 -0.0132 -0.0079
H -3.421 2.857 -0.960 0.0085 0.0025 0.0123
H -4.128 1.814 0.277 -0.0153 0.0132 -0.0039